No. 1
Density functional theory data (ωB97M-V/def2-TZVPD) for a cluster of 15 separate species, C44H107BN2O18 in total.

```
! wB97M-V def2-TZVPD RIJCOSX def2/J DEFGRID3
* xyz 0 1
C 6.1583 -5.2060 2.2394
C 6.0804 -3.7202 2.5409
O 5.5706 -3.0175 1.4252
C 4.6930 -1.9726 1.7778
C 4.1787 -1.3195 0.5073
O 3.0512 -0.5020 0.7675
C 3.3771 0.7962 1.2502
C 2.6069 1.0989 2.5190
O 1.2203 0.9781 2.2485
C 0.4191 0.5356 3.3466
C -0.3466 -0.6742 2.8872
C 0.3705 -1.8657 2.5575
N -0.1985 -2.9485 2.1267
C -1.5625 -2.8774 1.9989
C -2.2715 -3.9903 1.5125
C -3.6342 -3.9820 1.3754
C -4.3665 -2.8242 1.7514
B -5.9416 -2.7305 1.6384
C -6.5932 -2.0179 0.3981
O -6.6625 -3.2608 2.6654
C -3.6829 -1.7217 2.2153
C -2.2798 -1.7201 2.3415
N -1.6419 -0.5942 2.7982
H 6.5789 -5.7149 3.1103
H 5.1643 -5.6264 2.0822
H 6.7863 -5.3880 1.3685
H 5.4503 -3.5669 3.4250
H 7.0807 -3.3543 2.8035
H 3.8298 -2.3720 2.3272
H 5.1947 -1.2380 2.4242
H 3.8350 -2.1117 -0.1607
H 4.9722 -0.7582 0.0021
H 3.1290 1.5288 0.4743
H 4.4491 0.8796 1.4550
H 2.9373 0.3989 3.2920
H 2.8201 2.1338 2.8104
H 1.0333 0.3252 4.2250
H -0.2957 1.3332 3.5596
H 1.4499 -1.8655 2.6669
H -1.7211 -4.8810 1.2281
H -4.1515 -4.8472 0.9812
H -7.6824 -1.9779 0.4291
H -6.2445 -2.5056 -0.5159
H -6.1870 -1.0020 0.3609
H -7.6112 -3.2205 2.5021
H -4.2111 -0.8194 2.5034
C 0.0399 0.4326 8.3930
C -0.2146 -0.4201 7.1643
O 0.9747 -1.0643 6.7121
H 0.8035 1.1822 8.1818
H -0.8712 0.9398 8.7140
H 0.3994 -0.1820 9.2218
H -0.5573 0.1984 6.3348
H -0.9857 -1.1704 7.3664
H 1.2932 -1.6304 7.4216
C 6.8208 -2.3050 -2.8639
C 6.1802 -0.9732 -3.1983
O 6.6533 0.0670 -2.3352
H 6.6145 -2.5784 -1.8276
H 6.4412 -3.0898 -3.5188
H 7.9060 -2.2514 -2.9820
H 5.1009 -1.0269 -3.0647
H 6.3809 -0.6946 -4.2365
H 7.6066 0.1373 -2.4564
C 10.9937 -6.9347 0.6036
C 9.5294 -7.3294 0.5579
O 8.7285 -6.3432 -0.0851
H 11.1133 -5.9811 1.1187
H 11.5871 -7.6897 1.1213
H 11.3943 -6.8187 -0.4063
H 9.1292 -7.4295 1.5661
H 9.4092 -8.2925 0.0501
H 9.0479 -6.2402 -0.9867
C -10.7238 0.8956 -0.9165
C -10.0103 -0.3562 -1.3897
O -9.9804 -1.3668 -0.3816
H -10.2344 1.2951 -0.0264
H -10.7195 1.6630 -1.6921
H -11.7594 0.6857 -0.6551
H -8.9695 -0.1439 -1.6314
H -10.4930 -0.7527 -2.2892
H -10.8903 -1.5865 -0.1598
C 2.3993 2.3272 -2.6568
C 3.5202 2.5719 -3.6493
O 4.7609 2.8395 -3.0004
H 2.2795 3.1885 -1.9984
H 1.4539 2.1440 -3.1693
H 2.6204 1.4585 -2.0315
H 3.3019 3.4447 -4.2658
H 3.6326 1.7093 -4.3154
H 4.9822 2.0644 -2.4683
C -13.6036 3.2924 1.7140
C -14.3805 2.8281 0.4976
O -13.9044 1.5741 0.0135
H -12.5424 3.3821 1.4777
H -13.9672 4.2599 2.0646
H -13.7069 2.5707 2.5277
H -14.2702 3.5327 -0.3257
H -15.4470 2.7477 0.7340
H -14.0112 0.9330 0.7241
C -2.6498 -4.6299 -2.6183
C -1.3538 -3.8810 -2.8535
O -1.2996 -2.7082 -2.0493
H -3.5035 -3.9888 -2.8446
H -2.7104 -5.5283 -3.2347
H -2.7270 -4.8997 -1.5620
H -1.2646 -3.5573 -3.8901
H -0.4959 -4.5232 -2.6236
H -1.3688 -2.9986 -1.1329
C -16.1115 2.9874 5.9508
C -16.3598 2.0222 4.8076
O -15.1707 1.3402 4.4156
H -15.3520 3.7185 5.6720
H -17.0258 3.5175 6.2208
H -15.7515 2.4554 6.8346
H -16.7040 2.5575 3.9235
H -17.1297 1.2935 5.0818
H -14.8478 0.8448 5.1745
C -3.8624 -8.5541 -4.1674
C -2.8000 -8.4802 -5.2476
O -1.4956 -8.3012 -4.7031
H -3.8419 -7.6519 -3.5555
H -4.8577 -8.6620 -4.6009
H -3.6841 -9.4038 -3.5039
H -2.9737 -7.6228 -5.8964
H -2.8210 -9.3822 -5.8686
H -1.3058 -9.0525 -4.1330
C 1.9163 -1.8173 -4.5729
C 2.8936 -1.9133 -5.7288
O 4.1216 -2.5248 -5.3391
H 2.3579 -1.2477 -3.7537
H 0.9902 -1.3272 -4.8769
H 1.6661 -2.8056 -4.1804
H 3.1515 -0.9174 -6.0876
H 2.4581 -2.4701 -6.5650
H 3.9302 -3.4181 -5.0376
C 0.3228 4.6441 4.0544
C 0.8851 4.0448 5.3304
O 2.2764 3.7574 5.2083
H 0.4829 3.9643 3.2160
H -0.7468 4.8382 4.1488
H 0.8223 5.5866 3.8173
H 0.3951 3.0970 5.5517
H 0.7219 4.7158 6.1805
H 2.7339 4.5834 5.0242
C 7.7548 4.9990 -3.5928
C 8.5531 3.8083 -4.0802
O 8.5758 2.7735 -3.0994
H 8.1823 5.3948 -2.6700
H 7.7377 5.7924 -4.3419
H 6.7248 4.7029 -3.3792
H 9.5894 4.0821 -4.2745
H 8.1235 3.4196 -5.0097
H 7.6579 2.5219 -2.9402
C 4.6391 7.6636 -4.1537
C 3.9325 7.2019 -5.4134
O 4.5301 6.0245 -5.9516
H 5.6923 7.8520 -4.3495
H 4.1880 8.5779 -3.7635
H 4.5849 6.8935 -3.3794
H 3.9993 7.9581 -6.1945
H 2.8705 7.0166 -5.2137
H 4.4883 5.3365 -5.2793
C 7.0030 10.3748 -0.4646
C 6.3174 9.8773 -1.7235
O 6.9091 8.6824 -2.2207
H 8.0623 10.5501 -0.6541
H 6.5513 11.3036 -0.1130
H 6.9271 9.6337 0.3347
H 6.4073 10.6122 -2.5227
H 5.2503 9.7118 -1.5359
H 6.8303 8.0069 -1.5397
*
```

Computed properties:
Frontier orbital gap ... 0.3350 Eh
LUMO level ... 0.37 eV
HOMO ... -0.3214 Ha

No. 2
Density functional theory data (ωB97M-V/def2-TZVPD) for a structure of composition C44H107BaCuN7O20.

```
! wB97M-V def2-TZVPD RIJCOSX def2/J DEFGRID3
* xyz 1 1
Cu -0.5167 -0.8213 -1.3555
Ba -3.4028 2.5304 -3.2534
O -2.2038 -2.2089 -4.6634
C -2.2438 -1.5259 -3.5625
O -1.9639 -2.1548 -2.5518
O -2.4722 -0.2971 -3.5684
H -1.9613 -2.9697 -4.1305
O -0.5855 3.2167 -0.1636
C -0.5031 1.9604 -0.6700
O -1.3814 1.5452 -1.4369
O 0.4096 1.2365 -0.2884
H 0.2150 3.1280 0.3588
C 2.6625 0.8211 2.4622
O 3.6231 1.7791 2.7426
C 4.8356 1.2340 3.2895
C 5.8983 2.3923 3.5042
N 6.2155 3.0338 2.2391
C 7.1127 4.2010 2.4549
C 7.8059 4.6107 1.1906
O 8.4005 5.8772 1.4294
C 9.2599 6.3660 0.3687
H 2.7551 0.4357 1.4469
H 1.6775 1.2815 2.5383
H 2.6204 0.0362 3.2173
H 5.2108 0.4768 2.6010
H 4.5437 0.8453 4.2651
H 6.7893 1.9872 3.9840
H 5.5575 3.1322 4.2284
H 5.3312 3.3178 1.8424
H 7.8813 4.0136 3.2047
H 6.5303 5.0131 2.8902
H 7.0596 4.7587 0.4101
H 8.5334 3.8651 0.8697
H 8.7715 7.0506 -0.3247
H 9.7500 5.5878 -0.2164
H 10.0458 6.8893 0.9134
C -7.7751 3.7450 1.9373
O -6.8473 2.9515 2.5387
C -7.0106 2.6435 3.8881
C -5.8292 1.7849 4.4348
N -6.0273 0.4072 3.9460
C -5.1235 -0.5560 4.4910
C -5.2344 -1.8422 3.7615
O -4.6945 -1.6249 2.4142
C -4.7688 -2.7366 1.5834
H -7.7520 4.7128 2.4382
H -8.7664 3.3083 2.0586
H -7.6863 3.8898 0.8606
H -8.0037 2.2250 4.0513
H -7.0418 3.5006 4.5608
H -5.8350 1.7805 5.5248
H -4.9438 2.2254 3.9764
H -5.9411 0.3713 2.9404
H -5.4804 -0.7100 5.5093
H -4.0837 -0.2314 4.4519
H -6.2452 -2.2490 3.7339
H -4.5384 -2.5583 4.1985
H -4.2007 -3.5104 2.0998
H -4.2943 -2.6153 0.6096
H -5.8116 -3.0335 1.4722
C 0.9204 0.5184 -3.9916
O 1.0489 -0.3492 -2.8843
C 2.2766 -1.0350 -2.6938
C 2.1947 -1.5437 -1.2378
N 1.1523 -2.5769 -1.1068
C 1.1445 -3.2073 0.2092
C 0.4318 -2.3176 1.1801
O -0.9142 -1.8502 0.7475
C -1.3789 -0.8365 1.5903
H -0.0879 0.9260 -3.9184
H 1.0731 -0.1064 -4.8716
H 1.5912 1.3696 -4.1076
H 3.1353 -0.3805 -2.8434
H 2.2749 -1.8595 -3.4067
H 2.1397 -0.7121 -0.5353
H 3.2038 -1.9023 -1.0347
H 1.4445 -3.3095 -1.7377
H 2.1376 -3.4927 0.5561
H 0.6432 -4.1687 0.0974
H 1.0566 -1.4782 1.4851
H 0.2220 -2.8567 2.1039
H -1.4093 -1.2895 2.5813
H -2.3303 -0.4155 1.2651
H -0.6440 -0.0442 1.7324
C -4.6233 -0.0459 -0.8944
O -4.4815 1.3948 -1.0588
C -4.2877 2.1181 0.1192
C -4.4549 3.6694 -0.0524
N -3.3416 4.1233 -0.9260
C -3.4669 5.5300 -1.2077
C -3.1012 6.4516 -0.0029
O -1.9609 6.1553 0.7779
C -0.7352 6.3746 0.0858
H -3.8590 -0.4812 -0.2506
H -4.6538 -0.6076 -1.8281
H -5.5972 -0.1263 -0.4116
H -3.2714 1.9453 0.4735
H -5.0609 1.7993 0.8182
H -4.2396 4.0917 0.9291
H -5.4432 4.0176 -0.3526
H -2.4925 4.1203 -0.3792
H -4.4377 5.8279 -1.6040
H -2.7589 5.8293 -1.9804
H -3.8737 6.4487 0.7661
H -3.0680 7.4768 -0.3715
H 0.0608 6.1793 0.8043
H -0.6123 7.4017 -0.2579
H -0.5821 5.7047 -0.7603
C -4.6787 -5.1288 -1.2987
O -3.5337 -5.9279 -1.2919
C -2.4870 -5.3193 -0.5340
C -1.3972 -6.3521 -0.1277
N -1.9889 -7.3226 0.8259
C -1.1633 -8.5348 0.8941
C -1.8140 -9.6961 1.6102
O -3.0208 -10.1078 0.9538
C -3.5076 -11.4516 1.1492
H -5.1411 -4.9567 -0.3267
H -5.4862 -5.4289 -1.9664
H -4.3537 -4.1284 -1.5847
H -2.9267 -4.7718 0.2998
H -2.1155 -4.5154 -1.1695
H -0.5824 -5.8314 0.3753
H -1.0401 -6.9577 -0.9606
H -2.9394 -7.5221 0.5487
H -0.2062 -8.2608 1.3381
H -0.9487 -8.9675 -0.0830
H -2.0878 -9.3601 2.6103
H -1.1394 -10.5508 1.6601
H -4.3760 -11.5908 0.5054
H -3.7891 -11.4702 2.2021
H -2.8579 -12.2760 0.8555
C 4.4811 7.5267 3.7025
O 3.5630 6.6653 2.9651
C 3.0415 5.5991 3.6894
C 1.7997 5.0867 2.8627
N 2.2122 4.0803 1.8421
C 3.0410 4.6164 0.7243
C 3.2693 3.4972 -0.3758
O 4.0737 4.0104 -1.4361
C 4.4434 3.0361 -2.3899
H 5.4318 7.0082 3.8265
H 4.1399 7.8036 4.7000
H 4.7724 8.3837 3.0952
H 2.6629 5.8856 4.6706
H 3.7420 4.7765 3.8333
H 1.2391 5.8792 2.3668
H 1.1526 4.4907 3.5062
H 2.5877 3.2214 2.2181
H 3.9299 5.0694 1.1634
H 2.4853 5.4544 0.3034
H 2.2941 3.1753 -0.7413
H 3.7220 2.5774 -0.0057
H 4.8819 2.1759 -1.8839
H 5.1165 3.4190 -3.1570
H 3.5860 2.8002 -3.0202
C 3.1510 -5.4978 -1.5808
O 2.3243 -4.7293 -2.4968
C 1.4830 -5.5539 -3.2910
C 0.7479 -4.6788 -4.2952
N 1.7031 -4.1181 -5.2326
C 1.0358 -3.0533 -5.9935
C 2.0804 -2.3870 -6.8937
O 2.9274 -1.4615 -6.1182
C 3.9187 -0.7137 -6.7720
H 2.5591 -6.0620 -0.8601
H 3.7514 -4.8185 -0.9757
H 3.7642 -6.1472 -2.2056
H 0.6981 -6.0416 -2.7129
H 1.9738 -6.4180 -3.7389
H 0.2038 -3.8921 -3.7726
H 0.0171 -5.2809 -4.8352
H 2.5346 -3.7933 -4.7602
H 0.6111 -2.3643 -5.2634
H 0.2483 -3.4384 -6.6413
H 1.5484 -1.8660 -7.6897
H 2.6992 -3.1202 -7.4109
H 4.5753 -0.2720 -6.0224
H 3.4582 0.1291 -7.2874
H 4.5885 -1.2341 -7.4566
*
```

Computed properties:
Frontier orbital gap ... 0.2086 Eh
LUMO level ... -3.43 eV
HOMO ... -0.3348 Ha